(1)
A molecular structure, C6H8CdIN2O2. Source: the Open Molecules 2025 dataset; level of theory: wB97M-V/def2-TZVPD.

The geometry in XYZ format:
```
20
Properties=species:S:1:pos:R:3:lowdin_charge:R:1
Cd -1.06 0.74 -0.97 1.08
C 0.72 1.96 -0.09 -0.33
C 0.06 1.96 1.18 -0.24
C 0.61 0.94 1.95 -0.21
C 1.62 0.30 1.19 -0.21
C 1.69 0.91 -0.06 -0.21
H 0.72 2.78 -0.80 0.07
H -0.70 2.67 1.49 0.07
H 0.31 0.68 2.96 0.08
H 2.23 -0.53 1.52 0.08
H 2.37 0.65 -0.86 0.08
N -1.04 -1.27 0.22 -0.06
N -0.81 -2.30 -0.70 -0.04
C -0.32 -1.99 -2.02 -0.77
O 0.20 -2.94 -2.60 -0.02
O -0.51 -0.81 -2.44 -0.19
H -0.27 -1.10 0.86 0.05
H -1.91 -1.41 0.72 0.08
H -0.32 -3.10 -0.32 0.11
I -3.59 1.84 -1.24 -0.44
```

## Properties
* HOMO: -0.181 hartree
* relative energy (zero: lowest compared OMol25 entry of this formula, charge and spin): 1.7 kJ/mol
* calculated total energy: -958.9871 a.u.
* net charge: -1
* HOMO-LUMO gap: 8.0 eV

(2)
A single C6H8ClF molecule in a non-equilibrium geometry. Source: the Open Molecules 2025 dataset; level of theory: wB97M-V/def2-TZVPD.

The geometry in XYZ format:
```
16
Properties=species:S:1:pos:R:3:lowdin_charge:R:1
C 0.72 0.21 0.32 -0.74
C 1.75 -0.88 0.43 -0.12
C 1.02 -0.44 1.68 -0.09
C -0.57 -0.14 -0.31 -0.47
C -1.77 0.83 -0.39 -0.08
C -1.08 0.37 -1.65 -0.08
H 2.80 -0.62 0.15 0.12
H 1.38 -1.83 0.01 0.11
H 0.24 -1.08 2.10 0.11
H 1.62 0.17 2.35 0.10
H -1.67 1.92 -0.17 0.10
H -2.78 0.41 -0.18 0.12
H -0.34 1.03 -2.14 0.10
H -1.60 -0.39 -2.25 0.11
F -0.91 -1.46 -0.04 0.03
Cl 1.20 1.90 0.09 0.69
```

## Properties
* HOMO: -0.344 hartree
* relative energy (zero: lowest compared OMol25 entry of this formula, charge and spin): 149.4 kJ/mol
* calculated total energy: -793.4090 a.u.
* HOMO-LUMO gap: 10.3 eV

(3)
A single C6H8ClF molecule in a non-equilibrium geometry. Source: the Open Molecules 2025 dataset; level of theory: wB97M-V/def2-TZVPD.

The geometry in XYZ format:
```
16
Properties=species:S:1:pos:R:3:lowdin_charge:R:1
C -0.11 2.24 0.03 0.00
C -0.63 1.05 0.40 -0.22
C 0.42 -0.60 -1.17 -0.20
C -0.57 -0.17 -0.17 -0.30
C 1.81 -0.81 -0.53 -0.52
C -1.18 -1.29 0.66 -0.05
F 1.74 -1.73 0.50 -0.09
Cl 2.49 0.69 0.18 0.66
H -0.27 3.09 0.67 0.06
H 0.37 2.42 -0.96 0.07
H -1.29 1.15 1.24 0.10
H 0.22 -1.57 -1.65 0.13
H 0.87 0.25 -1.71 0.10
H -1.69 -2.02 -0.02 0.09
H -1.91 -0.94 1.36 0.07
H -0.29 -1.78 1.17 0.10
```

## Properties
* HOMO (spin up / spin down): -0.332 / -0.280 hartree
* relative energy (zero: lowest compared OMol25 entry of this formula, charge and spin): 363.6 kJ/mol
* calculated total energy: -793.3275 a.u.
* HOMO-LUMO gap (spin up / spin down): 8.7 / 6.9 eV